No. 1
This record from the OMol25 dataset describes 4 unconnected molecules or ions with the total composition C4H14N2O. The level of theory is ωB97M-V with the def2-TZVPD basis set.

As for the HOMO-LUMO gap: 3.7 eV. The molecular weight comes out at 106.169 g mol⁻¹. For the HOMO energy, the calculation gives -7.795 eV. As for the LUMO energy: -4.0720 eV. The relative energy (zero: lowest compared OMol25 entry of this formula, charge and spin) comes out at 274.3 kcal per mole.

Last column: Löwdin charge in e.
Atoms and positions in Å:
N (1.307, -0.426, -0.599)  0.03
C (-1.305, 0.145, -2.011)  -0.06
C (-0.992, 1.260, -1.330)  -0.05
N (1.006, 0.256, 2.003)  0.01
C (0.746, 1.678, 1.994)  -0.14
C (-0.151, -0.509, 1.602)  -0.15
H (1.394, -0.161, 0.367)  -0.05
H (2.301, -0.630, -0.897)  0.08
H (-0.413, -0.273, -2.569)  0.08
H (-2.155, -0.583, -2.003)  0.08
H (-0.036, 1.188, -0.784)  0.01
H (-1.580, 2.145, -1.248)  0.04
H (0.617, 2.247, 0.999)  0.12
H (1.491, 2.157, 2.592)  0.06
H (-0.292, 1.947, 2.414)  0.12
H (-1.084, 0.191, 1.877)  0.13
H (-0.371, -0.780, 0.593)  0.04
H (-0.304, -1.263, 2.306)  0.07
H (0.747, -1.230, -0.905)  -0.02
H (-0.847, -2.964, -1.347)  -0.03
O (-0.682, -2.029, -1.594)  -0.37

Atoms 1-6, force components in eV/Å:
3.7 0.1 -2.2
1.1 -1.5 -0.9
0.0 0.1 0.7
-1.6 0.7 -1.1
-1.2 0.1 -0.2
-3.0 3.8 2.8

***

No. 2
This record from the OMol25 dataset describes 5 unconnected molecules or ions with the total composition C2H16NO4. The level of theory is ωB97M-V with the def2-TZVPD basis set.

Its net charge is +1. As for the HOMO-LUMO gap: 10.9 eV. The molecular weight comes out at 118.153 g mol⁻¹. For the HOMO energy, the calculation gives -14.017 eV. As for the LUMO energy: -3.0996 eV. The relative energy (zero: lowest compared OMol25 entry of this formula, charge and spin) comes out at 69.7 kcal per mole.

Last column: Löwdin charge in e.
Atoms and positions in Å:
C (0.688, -0.487, 0.484)  -0.06
N (0.449, 0.547, 1.535)  -0.03
C (1.788, 0.729, 2.284)  0.01
H (0.669, -0.090, -0.480)  0.08
H (1.658, -0.988, 0.630)  0.07
H (0.045, -1.326, 0.865)  0.12
H (-0.323, 0.194, 2.074)  0.12
H (0.305, 1.479, 0.765)  0.28
H (1.529, 1.232, 3.243)  0.12
H (2.454, 1.474, 1.935)  0.09
H (2.228, -0.193, 2.362)  0.06
H (-2.186, 0.403, -3.747)  0.12
H (-0.797, 0.430, -4.192)  0.04
O (-1.411, 1.053, -3.857)  -0.05
H (2.372, -2.894, -0.492)  0.06
H (1.774, -4.218, -0.722)  0.06
O (1.485, -3.282, -0.776)  -0.10
H (-3.056, -0.440, 1.918)  0.08
H (-2.912, -0.006, 0.415)  0.01
O (-2.514, 0.018, 1.245)  -0.03
H (-1.961, 2.637, -1.596)  0.04
H (-0.998, 1.777, -2.419)  0.00
O (-1.286, 1.951, -1.473)  -0.12

Atoms 1-6, force components in eV/Å:
0.2 -3.3 2.7
3.5 3.7 -4.5
-3.3 2.8 2.0
-0.9 0.2 -1.5
0.0 0.8 -0.1
-0.1 0.7 -1.9

***

No. 3
This record from the OMol25 dataset describes a molecular structure, C32H30N6OPbS3Se. The level of theory is ωB97M-V with the def2-TZVPD basis set.

As for the HOMO-LUMO gap: 6.8 eV. The molecular weight comes out at 896.994 g mol⁻¹. For the HOMO energy, the calculation gives -7.912 eV. As for the LUMO energy: -1.1188 eV. The relative energy (zero: lowest compared OMol25 entry of this formula, charge and spin) comes out at 25.0 kcal per mole.

Last column: Löwdin charge in e.
Atoms and positions in Å:
Pb (0.734, -0.970, -2.326)  1.03
C (2.495, 2.124, 1.900)  -0.02
C (2.864, 1.138, 2.973)  -0.22
C (3.842, 1.453, 3.914)  -0.04
C (4.192, 0.570, 4.923)  -0.07
C (3.567, -0.666, 5.013)  -0.07
C (2.608, -1.012, 4.076)  -0.01
C (2.260, -0.120, 3.067)  -0.21
N (1.265, -0.512, 2.124)  0.15
C (1.483, -0.687, 0.791)  -0.35
N (2.791, -0.718, 0.448)  0.16
C (3.465, -0.506, -0.775)  -0.20
C (2.838, -0.449, -2.008)  -0.25
C (3.596, -0.189, -3.145)  -0.14
C (4.960, 0.004, -3.063)  -0.07
C (5.581, -0.079, -1.823)  -0.04
C (4.858, -0.332, -0.669)  -0.20
C (5.559, -0.413, 0.662)  -0.03
N (0.485, -0.850, -0.044)  0.02
C (-0.825, -0.657, 0.508)  -0.29
C (-1.360, 0.628, 0.513)  -0.03
C (-2.588, 0.865, 1.105)  -0.08
C (-3.291, -0.190, 1.673)  -0.07
C (-2.758, -1.470, 1.646)  -0.05
C (-1.515, -1.734, 1.068)  -0.24
C (-0.946, -3.124, 1.040)  -0.03
H (2.577, 3.141, 2.280)  0.09
H (1.475, 1.973, 1.547)  0.08
H (3.157, 2.040, 1.033)  0.09
H (4.323, 2.423, 3.859)  0.12
H (4.950, 0.850, 5.644)  0.11
H (3.830, -1.359, 5.800)  0.11
H (2.121, -1.980, 4.109)  0.12
H (0.316, -0.646, 2.441)  0.15
H (3.402, -0.694, 1.249)  0.10
H (3.112, -0.138, -4.116)  0.10
H (5.541, 0.206, -3.954)  0.11
H (6.653, 0.055, -1.745)  0.11
H (6.634, -0.314, 0.526)  0.08
H (5.382, -1.370, 1.162)  0.09
H (5.243, 0.382, 1.346)  0.08
H (-0.798, 1.427, 0.039)  0.12
H (-3.007, 1.864, 1.112)  0.10
H (-4.265, -0.023, 2.114)  0.11
H (-3.324, -2.293, 2.066)  0.12
H (-1.618, -3.822, 1.538)  0.09
H (0.024, -3.176, 1.541)  0.08
H (-0.794, -3.473, 0.018)  0.04
S (-6.508, -1.454, -0.087)  0.60
C (-5.125, -1.291, -0.976)  -1.10
S (-4.066, -2.634, -1.316)  1.00
C (-2.912, -1.543, -2.028)  -1.03
N (-3.301, -0.323, -2.067)  0.04
N (-4.552, -0.179, -1.507)  -0.12
C (-5.085, 1.151, -1.503)  -0.20
C (-6.451, 1.367, -1.615)  -0.05
C (-6.933, 2.668, -1.629)  -0.07
C (-6.065, 3.745, -1.540)  -0.09
C (-4.699, 3.518, -1.448)  -0.08
C (-4.203, 2.225, -1.430)  -0.03
S (-1.447, -2.226, -2.693)  0.58
H (-7.128, 0.530, -1.687)  0.07
H (-8.000, 2.834, -1.715)  0.11
H (-6.449, 4.757, -1.553)  0.10
H (-4.011, 4.352, -1.393)  0.10
H (-3.142, 2.039, -1.379)  0.09
C (-0.834, 1.291, -3.757)  -0.23
O (0.258, 0.959, -2.925)  -0.45
H (-1.042, 2.357, -3.625)  0.08
H (-1.736, 0.731, -3.518)  0.03
H (-0.594, 1.124, -4.813)  0.08
Se (1.692, -3.397, -3.373)  0.58
C (0.858, -4.524, -2.188)  -0.86
N (0.375, -5.254, -1.433)  0.05

Atoms 1-6, force components in eV/Å:
0.0 0.0 0.4
0.0 0.0 0.0
0.0 0.0 0.0
0.0 0.0 0.0
0.0 0.0 0.0
0.0 0.0 0.0

***

Please write out number 1 again, unchanged.
This record from the OMol25 dataset describes 4 unconnected molecules or ions with the total composition C4H14N2O. The level of theory is ωB97M-V with the def2-TZVPD basis set.

As for the HOMO-LUMO gap: 3.7 eV. The molecular weight comes out at 106.169 g mol⁻¹. For the HOMO energy, the calculation gives -7.795 eV. As for the LUMO energy: -4.0720 eV. The relative energy (zero: lowest compared OMol25 entry of this formula, charge and spin) comes out at 274.3 kcal per mole.

Last column: Löwdin charge in e.
Atoms and positions in Å:
N (1.307, -0.426, -0.599)  0.03
C (-1.305, 0.145, -2.011)  -0.06
C (-0.992, 1.260, -1.330)  -0.05
N (1.006, 0.256, 2.003)  0.01
C (0.746, 1.678, 1.994)  -0.14
C (-0.151, -0.509, 1.602)  -0.15
H (1.394, -0.161, 0.367)  -0.05
H (2.301, -0.630, -0.897)  0.08
H (-0.413, -0.273, -2.569)  0.08
H (-2.155, -0.583, -2.003)  0.08
H (-0.036, 1.188, -0.784)  0.01
H (-1.580, 2.145, -1.248)  0.04
H (0.617, 2.247, 0.999)  0.12
H (1.491, 2.157, 2.592)  0.06
H (-0.292, 1.947, 2.414)  0.12
H (-1.084, 0.191, 1.877)  0.13
H (-0.371, -0.780, 0.593)  0.04
H (-0.304, -1.263, 2.306)  0.07
H (0.747, -1.230, -0.905)  -0.02
H (-0.847, -2.964, -1.347)  -0.03
O (-0.682, -2.029, -1.594)  -0.37

Atoms 1-6, force components in eV/Å:
3.7 0.1 -2.2
1.1 -1.5 -0.9
0.0 0.1 0.7
-1.6 0.7 -1.1
-1.2 0.1 -0.2
-3.0 3.8 2.8

***

Repeat the first record exactly.
This record from the OMol25 dataset describes 4 unconnected molecules or ions with the total composition C4H14N2O. The level of theory is ωB97M-V with the def2-TZVPD basis set.

As for the HOMO-LUMO gap: 3.7 eV. The molecular weight comes out at 106.169 g mol⁻¹. For the HOMO energy, the calculation gives -7.795 eV. As for the LUMO energy: -4.0720 eV. The relative energy (zero: lowest compared OMol25 entry of this formula, charge and spin) comes out at 274.3 kcal per mole.

Last column: Löwdin charge in e.
Atoms and positions in Å:
N (1.307, -0.426, -0.599)  0.03
C (-1.305, 0.145, -2.011)  -0.06
C (-0.992, 1.260, -1.330)  -0.05
N (1.006, 0.256, 2.003)  0.01
C (0.746, 1.678, 1.994)  -0.14
C (-0.151, -0.509, 1.602)  -0.15
H (1.394, -0.161, 0.367)  -0.05
H (2.301, -0.630, -0.897)  0.08
H (-0.413, -0.273, -2.569)  0.08
H (-2.155, -0.583, -2.003)  0.08
H (-0.036, 1.188, -0.784)  0.01
H (-1.580, 2.145, -1.248)  0.04
H (0.617, 2.247, 0.999)  0.12
H (1.491, 2.157, 2.592)  0.06
H (-0.292, 1.947, 2.414)  0.12
H (-1.084, 0.191, 1.877)  0.13
H (-0.371, -0.780, 0.593)  0.04
H (-0.304, -1.263, 2.306)  0.07
H (0.747, -1.230, -0.905)  -0.02
H (-0.847, -2.964, -1.347)  -0.03
O (-0.682, -2.029, -1.594)  -0.37

Atoms 1-6, force components in eV/Å:
3.7 0.1 -2.2
1.1 -1.5 -0.9
0.0 0.1 0.7
-1.6 0.7 -1.1
-1.2 0.1 -0.2
-3.0 3.8 2.8

***

Question: Among the records above, which one has the lowest relative energy (zero: lowest compared OMol25 entry of this formula, charge and spin)?
Answer: C32H30N6OPbS3Se